100
Properties=species:S:1:pos:R:3 method="wB97M-V/def2-TZVPD" fmax_ev_per_a=0.1 lumo_ev="3.59 / 3.59" multiplicity=1 total_energy_ev=-91465.14375 de_lowest_kj_mol=45.1 homo_lumo_gap_ev="5.354 / 4.057" total_charge=-2
Cs 1.540 0.612 -0.456
N 1.473 -0.448 2.556
C 0.380 -1.413 2.407
C 0.911 -2.804 2.031
C 0.364 -3.293 0.692
N 0.808 -2.419 -0.385
H 2.090 -0.720 3.313
H 1.115 0.475 2.784
H -0.266 -1.053 1.601
H -0.246 -1.483 3.307
H 0.671 -3.534 2.810
H 2.003 -2.754 1.962
H -0.728 -3.265 0.728
H 0.640 -4.345 0.541
H 0.132 -2.355 -1.135
H 1.703 -2.673 -0.791
C 4.972 2.148 1.094
O 3.580 2.303 1.150
Si 2.800 3.327 2.251
C 3.877 4.891 2.319
C 3.109 2.545 3.951
C 1.099 3.535 1.761
Si -0.144 3.720 3.059
C -0.428 2.191 4.149
C 0.213 5.125 4.300
C -1.884 4.115 2.426
Si 0.841 4.473 0.226
C -0.684 3.981 -0.788
C 2.266 4.338 -1.024
C 0.645 6.349 0.491
H 5.465 3.041 0.690
H 5.210 1.306 0.439
H 5.407 1.941 2.081
H 4.918 4.674 2.584
H 3.471 5.562 3.082
H 3.873 5.435 1.372
H 4.185 2.470 4.137
H 2.685 1.543 4.035
H 2.682 3.158 4.749
H 0.481 1.847 4.648
H -0.826 1.365 3.552
H -1.167 2.417 4.925
H 1.167 4.974 4.814
H -0.570 5.209 5.061
H 0.278 6.079 3.769
H -2.252 3.328 1.764
H -1.928 5.061 1.881
H -2.568 4.188 3.277
H -0.758 2.900 -0.930
H -0.631 4.440 -1.780
H -1.614 4.304 -0.319
H 2.247 3.404 -1.591
H 3.252 4.415 -0.561
H 2.172 5.147 -1.755
H -0.179 6.567 1.177
H 0.449 6.873 -0.450
H 1.556 6.765 0.932
C -6.842 -4.448 -2.874
C -5.443 -3.848 -2.890
C -5.325 -2.695 -1.902
N -3.978 -2.135 -1.860
C -3.285 -1.770 -0.752
S -2.212 -0.459 -0.850
N -3.434 -2.460 0.388
C -4.144 -3.701 0.656
O -5.018 -3.666 1.552
C -3.783 -4.833 -0.120
C -2.670 -4.885 -1.010
C -2.417 -6.007 -1.765
C -3.245 -7.137 -1.697
C -4.328 -7.112 -0.810
C -4.592 -6.006 -0.033
H -6.935 -5.255 -3.602
H -7.604 -3.697 -3.104
H -7.064 -4.862 -1.888
H -5.194 -3.490 -3.895
H -4.707 -4.609 -2.630
H -5.613 -3.025 -0.907
H -6.022 -1.895 -2.185
H -3.725 -1.552 -2.642
H -3.079 -1.981 1.202
H -2.012 -4.030 -1.097
H -1.559 -6.009 -2.429
H -3.041 -8.012 -2.302
H -4.975 -7.981 -0.731
H -5.429 -5.992 0.654
S 1.418 1.781 -4.650
C 2.390 0.804 -3.893
O 2.976 -1.422 -2.145
N 3.768 -1.088 -3.168
C 5.085 -1.054 -3.075
C 5.914 -0.666 -4.115
C 5.289 -0.358 -5.348
C 3.940 -0.356 -5.479
C 3.052 -0.528 -4.289
H 5.457 -1.385 -2.114
H 6.986 -0.684 -3.991
H 5.901 -0.157 -6.221
H 3.455 -0.135 -6.420
H 2.187 -1.177 -4.484